Record 1
Molecular formula: C30H42MgN2O2P2
Method: DFT, ωB97M-V/def2-TZVPD

Structure (XYZ):
```
79
Properties=species:S:1:pos:R:3:forces:R:3:lowdin_charge:R:1
P 2.9641 2.4704 -3.6086 0.549 -0.910 -0.531 0.909
P -0.4904 0.5798 -4.3943 1.408 -0.447 -0.558 0.894
C 2.0449 1.8086 -5.0351 0.141 0.165 -0.651 -0.294
C 0.5050 1.9748 -4.9864 -0.308 0.626 -0.792 -0.332
H 2.3560 0.7680 -5.2401 -0.221 0.313 0.433 0.085
H 2.4208 2.3996 -5.8898 -0.199 -0.150 0.157 0.094
H 0.2001 2.8726 -4.4278 0.137 -0.228 -0.252 0.067
H 0.1547 2.1249 -6.0185 0.150 0.154 0.125 0.087
C -0.5536 -0.5141 -5.8399 -0.445 0.375 -0.153 -0.191
H -1.1783 -1.3908 -5.6335 0.105 0.154 0.004 0.064
H 0.4552 -0.8512 -6.1068 -0.169 0.142 0.306 0.054
H -0.9885 0.0658 -6.6619 0.002 -0.242 -0.042 0.050
C -2.1612 1.1171 -4.0453 -0.695 0.493 -0.544 -0.189
H -2.7188 1.0887 -4.9919 -0.184 0.119 0.345 0.051
H -2.1635 2.1461 -3.6632 0.016 -0.283 -0.036 0.056
H -2.6548 0.4586 -3.3195 0.257 0.040 -0.152 0.062
C 4.7037 2.1316 -3.9027 0.305 0.484 -0.528 -0.184
H 5.2757 2.3462 -2.9926 -0.259 -0.095 -0.024 0.065
H 5.0478 2.7860 -4.7137 0.075 -0.149 0.063 0.051
H 4.8713 1.0829 -4.1738 -0.187 0.316 0.177 0.057
C 2.7497 4.2632 -3.6058 0.121 0.476 -0.451 -0.180
H 1.7057 4.5549 -3.7819 0.263 -0.138 0.029 0.053
H 3.3868 4.6947 -4.3902 -0.261 0.087 0.153 0.053
H 3.0620 4.6773 -2.6389 -0.035 -0.216 -0.192 0.062
Mg -1.1452 1.6023 1.0390 0.279 -1.350 0.644 0.932
C 0.3304 -0.4853 -3.1507 0.295 -0.814 2.894 -0.470
C 1.5278 -1.2084 -3.5196 -1.688 -0.528 -1.013 -0.251
C 2.8992 -0.9776 -3.1048 1.308 -0.326 0.756 -0.267
C 3.2881 -0.6335 -1.6146 0.193 -1.647 -1.146 -0.281
C 3.3166 0.7674 -1.2967 0.632 2.458 0.250 -0.263
C 2.5746 1.8214 -1.9793 -1.541 -0.666 3.035 -0.475
C 0.9873 1.6926 -1.8289 0.163 1.067 -0.025 -0.221
C 0.3574 0.3073 -1.7584 -0.130 -0.450 -0.707 -0.168
C 0.7832 2.1482 1.4954 0.070 0.690 0.319 -0.212
H -0.4962 -1.2269 -3.0989 -0.083 0.170 0.167 0.109
H 1.3310 -2.1554 -4.0341 0.008 0.299 0.204 0.059
H 3.3973 -0.2427 -3.7594 0.497 0.175 0.200 0.039
H 3.4030 -1.9346 -3.3218 0.041 0.347 -0.070 0.104
H 2.6451 -1.2074 -0.9259 -0.038 -0.452 -0.224 0.086
H 4.3105 -1.0295 -1.4782 -0.272 -0.190 0.022 0.094
H 3.9021 1.0776 -0.4314 -0.024 0.125 -0.292 0.057
H 2.8327 2.7432 -1.4019 -0.153 -0.378 -0.281 0.111
H 0.4938 2.2780 -2.6222 -0.232 0.005 0.011 0.052
H 0.7270 2.2520 -0.9119 0.261 -0.409 -0.434 0.043
H 0.8392 -0.3089 -0.9878 0.054 0.145 -0.378 0.111
H -0.6898 0.4243 -1.4104 0.071 0.045 -0.225 0.078
H 0.7722 3.2140 1.7512 0.512 -0.008 0.004 -0.044
H 1.5930 1.8988 0.8128 0.025 0.123 -0.049 -0.039
H 0.9026 1.5510 2.4182 -0.097 0.402 -0.455 -0.025
O -2.6522 0.1473 1.0974 0.154 0.241 0.198 -0.077
C -2.1364 -0.3747 2.1347 0.626 -0.308 0.807 -0.547
N -2.5543 -1.5043 2.7949 -0.391 0.798 -1.246 0.163
C -1.8727 -1.5362 4.0734 -0.089 -0.628 0.785 -0.291
C -0.6366 -0.6877 3.7256 1.623 -0.215 0.140 -0.409
O 0.4676 -0.8070 4.2512 -1.947 0.587 -0.649 0.100
N -1.0168 0.1486 2.6894 -0.649 -0.447 -0.359 0.084
C -2.7348 -0.7927 5.0963 -0.050 -0.137 0.223 -0.157
C -2.3630 0.4568 5.5897 -0.217 0.111 0.287 -0.014
C -3.2341 1.1549 6.4370 -0.057 -0.291 -0.087 -0.070
C -4.4579 0.5906 6.8087 0.248 0.088 -0.183 -0.090
C -4.8052 -0.6831 6.3476 0.139 -0.162 -0.152 -0.078
C -3.9457 -1.3822 5.4990 0.097 0.506 0.169 -0.034
C -1.5744 -2.9631 4.5057 0.220 -0.027 0.092 -0.155
C -1.4561 -3.2905 5.8620 -0.066 -0.385 -0.129 -0.022
C -1.3304 -4.6315 6.2520 0.100 0.394 -0.295 -0.072
C -1.2722 -5.6393 5.2821 -0.024 0.216 0.157 -0.094
C -1.3106 -5.2935 3.9302 0.107 0.065 -0.095 -0.080
C -1.4396 -3.9565 3.5363 -0.130 -0.384 0.371 -0.022
H -3.5084 -1.8062 2.6791 -0.058 -0.014 0.133 0.160
H -1.3824 0.8882 5.3547 -0.491 -0.185 0.008 0.121
H -2.9333 2.1388 6.7969 -0.167 -0.249 0.000 0.104
H -5.1369 1.1440 7.4561 0.157 -0.157 -0.121 0.100
H -5.7461 -1.1495 6.6452 0.252 0.210 -0.020 0.104
H -4.1926 -2.3970 5.1733 0.034 0.368 0.049 0.125
H -1.4837 -2.4934 6.6092 -0.074 -0.333 -0.207 0.126
H -1.2800 -4.8679 7.3158 0.029 -0.022 -0.322 0.103
H -1.1841 -6.6848 5.5946 -0.048 0.395 -0.201 0.102
H -1.2430 -6.0684 3.1633 0.015 0.211 0.263 0.103
H -1.4612 -3.6832 2.4811 -0.060 -0.161 0.287 0.116
```
Forces are in eV/Å.

## Properties
Highest occupied orbital energy (spin up / spin down) (eV): -4.14 / -4.14
2S+1: 1



Record 2
Molecular formula: C30H42NRe
Method: DFT, ωB97M-V/def2-TZVPD

Structure (XYZ):
```
74
Properties=species:S:1:pos:R:3:forces:R:3:lowdin_spin:R:1
C 2.0393 1.3278 -0.7565 0.238 0.744 -1.725 0.015
C 1.4412 0.3246 -1.5853 1.204 0.699 -2.121 0.091
C 2.0067 -0.9381 -1.2270 0.779 -0.478 -1.971 0.055
C 2.9504 -0.7205 -0.1745 1.530 -0.877 -0.811 0.025
C 2.9604 0.6826 0.1295 1.162 0.753 0.652 0.007
Re 1.0887 -0.0924 0.4662 -5.143 0.804 5.759 1.421
C -0.1428 -3.0405 2.6144 -2.267 1.424 -5.128 0.182
C -0.0992 -1.6387 2.3782 -0.241 -2.651 1.550 -0.061
H -1.0318 -1.0460 2.2987 0.463 -0.245 0.780 -0.005
C 1.1908 -0.9949 2.4097 1.093 0.510 -1.150 0.038
H 2.0100 -1.7025 2.4961 -0.052 -0.060 0.397 0.007
H 1.2514 -0.2041 3.1348 0.099 0.183 0.390 -0.004
C -1.5839 -3.6237 2.6408 0.234 -0.080 0.584 0.025
H -2.3513 -2.8573 2.3910 0.506 -0.361 0.232 0.002
H -1.7257 -4.4911 1.9548 0.181 0.575 0.512 0.003
H -1.7958 -3.9709 3.6648 -0.177 -0.045 -0.349 0.005
C 0.7750 -3.8595 1.5897 1.086 -0.062 0.722 0.019
H 1.1405 -3.2313 0.7084 -0.568 -0.546 1.277 0.008
H 1.6956 -4.2421 2.0971 -0.649 -0.022 -0.544 0.004
H 0.2164 -4.7302 1.1320 0.571 0.949 0.828 0.002
C 0.5229 0.5681 -2.7527 0.067 -0.156 0.187 0.030
H -0.1639 1.3916 -2.5413 0.076 0.024 -0.179 0.002
H 1.0848 0.8240 -3.6654 -0.105 -0.124 0.311 0.007
H -0.0853 -0.3187 -2.9346 0.120 0.140 -0.153 0.002
C 1.7644 -2.2127 -1.9859 -0.089 0.191 0.029 0.014
H 0.6981 -2.3218 -2.1841 -0.012 -0.162 -0.013 0.001
H 2.2853 -2.2077 -2.9544 -0.030 0.056 0.278 0.002
H 2.1069 -3.0753 -1.4152 -0.080 -0.029 -0.085 0.000
C 3.8810 -1.7404 0.4171 -0.020 0.192 0.042 0.009
H 3.6032 -2.7426 0.0964 0.046 -0.031 0.084 0.000
H 4.9153 -1.5527 0.1099 -0.152 -0.020 -0.072 0.000
H 3.8569 -1.7035 1.5050 0.042 -0.093 0.030 0.000
C 3.8526 1.3771 1.1201 -0.044 -0.055 -0.218 -0.001
H 4.1152 0.7065 1.9381 -0.002 0.035 -0.004 0.000
H 4.7784 1.7122 0.6413 -0.044 -0.054 0.019 -0.002
H 3.3582 2.2560 1.5364 0.025 -0.040 -0.006 0.000
C 1.8384 2.8186 -0.8633 0.089 -0.153 0.313 0.004
H 1.5629 3.2410 0.1088 0.019 0.017 -0.165 -0.001
H 2.7657 3.3119 -1.1887 -0.253 -0.176 -0.032 0.000
H 1.0486 3.0471 -1.5832 0.161 -0.005 0.035 0.000
C -2.0465 -1.3300 -1.7269 -0.229 -6.109 3.533 0.668
C -1.9699 -2.6453 -1.0492 1.806 0.960 0.744 0.089
C -2.4176 -1.6219 -2.9808 -0.916 2.739 -1.991 0.111
C -1.6338 -3.8729 -1.6907 -0.064 2.447 3.430 0.025
H -1.9636 -3.0341 -0.0551 -0.074 1.863 1.652 0.003
C -2.3054 -2.8305 -3.6084 0.314 -0.342 1.002 0.032
H -2.8638 -0.7614 -3.4723 0.058 -0.173 -0.936 0.018
C -1.8564 -3.9694 -2.9533 -0.158 -0.286 -5.536 0.007
H -1.2660 -4.6807 -1.1307 0.076 -0.901 1.013 0.002
H -2.6472 -2.8616 -4.5665 -0.676 -0.257 -2.662 0.003
H -1.6639 -4.8861 -3.5006 -0.236 0.041 -0.084 0.003
C -1.5314 4.3375 -0.6491 0.151 0.406 -0.153 0.001
N -2.4744 3.1856 -0.6493 -0.317 -0.270 0.259 0.003
C -3.1253 3.0318 -1.9811 -0.062 -0.061 -0.050 0.000
C -1.8570 1.8770 -0.1444 -0.281 -0.182 -0.215 0.028
C -1.2870 2.0856 1.2244 -0.139 0.251 1.139 0.021
C -2.0238 2.8393 2.1571 0.260 0.187 -0.120 -0.002
C -1.4340 3.2729 3.3435 -0.326 -0.067 0.079 0.017
C -0.1239 2.9001 3.6371 0.347 0.055 -0.191 -0.002
C 0.5732 2.0736 2.7540 -0.694 0.165 0.700 0.015
C -0.0405 1.5821 1.5986 1.286 -0.994 -1.716 0.023
H -0.7506 4.1632 -1.3970 -0.238 -0.023 0.220 0.000
H -1.0935 4.4643 0.3428 -0.071 -0.139 -0.212 0.000
H -2.1032 5.2346 -0.9164 0.183 -0.232 0.045 0.000
H -3.2187 3.4204 0.0232 0.340 -0.110 -0.222 0.000
H -2.3572 2.7926 -2.7245 -0.182 0.058 0.190 0.000
H -3.8587 2.2221 -1.9202 0.159 0.178 -0.063 0.000
H -3.6171 3.9783 -2.2318 0.116 -0.296 -0.021 0.000
H -2.6512 1.1178 -0.1675 -0.044 0.296 -0.059 0.013
H -1.1132 1.5648 -0.8870 -0.027 0.187 0.336 0.015
H -3.0631 3.1106 1.9472 0.172 0.078 0.174 0.000
H -1.9956 3.9033 4.0367 0.131 -0.295 -0.201 0.001
H 0.3644 3.2285 4.5570 -0.225 0.050 -0.281 0.000
H 1.5901 1.7779 3.0142 -0.307 0.005 -0.083 0.000
```
Forces are in eV/Å.

## Properties
Highest occupied orbital energy (spin up / spin down) (eV): -9.56 / -9.58
2S+1: 4
Total charge: +1